A | The following is a quantum chemistry calculation of C4H7NO in the gas phase, from the Open Molecules 2025 dataset.

Results
* charge: 0
* spin multiplicity: 1
* gap between HOMO and LUMO (spin up / spin down): 9.026 / 7.607 eV

Each line ends with the Mulliken charge.
Geometry (Å):
H -0.604 -0.940 -2.062  0.261
H -1.453 1.125 -1.001  0.342
H 0.958 -1.754 -1.454  0.310
C 0.322 0.012 -0.439  0.505
C 0.225 -0.963 -1.362  -0.886
H 2.818 -0.578 1.145  0.366
H -1.924 1.032 1.757  0.302
C -1.275 0.440 1.100  -0.756
O 2.089 -0.877 0.583  -0.351
C -0.757 0.998 -0.158  -0.294
N 1.187 0.161 0.609  -0.341
H -0.299 1.978 0.046  0.214
H -1.286 -0.635 1.236  0.328

***

B | The following is a quantum chemistry calculation of C4H7NO in the gas phase, from the Open Molecules 2025 dataset.

Results
* charge: 0
* spin multiplicity: 1
* gap between HOMO and LUMO: 10.388 eV
* SMILES string: CN1C[C@H]1C=O

Each line ends with the Mulliken charge.
Geometry (Å):
H 0.471 1.618 -1.955  0.308
H 0.777 -1.580 -1.043  0.298
H -0.887 -1.101 -1.296  0.273
H -1.095 1.538 -1.108  0.337
H 0.287 2.399 -0.361  0.289
H -1.143 0.284 0.962  0.341
O -0.214 -1.162 2.877  -0.481
C -0.001 1.544 -0.973  -0.840
N 0.535 0.356 -0.359  -0.259
C -0.007 -0.904 -0.719  -0.515
C -0.241 -0.272 0.673  0.268
C 0.323 -1.055 1.797  -0.332
H 1.194 -1.666 1.505  0.313

***

C | The following is a quantum chemistry calculation of C4H7NO in the gas phase, from the Open Molecules 2025 dataset.

Results
* charge: 0
* spin multiplicity: 1
* gap between HOMO and LUMO: 10.430 eV
* SMILES string: O[C@H]1C[C@H]2N[C@@H]12

Each line ends with the Mulliken charge.
Geometry (Å):
H 0.376 -1.886 -1.012  0.269
H -0.884 1.757 -0.709  0.424
O 1.992 0.694 0.246  -0.551
H 1.679 0.748 1.160  0.355
C -1.054 -0.478 -0.039  -0.133
C 0.908 0.238 -0.503  -0.163
H 1.186 0.313 -1.558  0.379
C -0.465 0.863 -0.256  -0.267
H -2.040 -0.826 -0.323  0.430
N -0.867 0.436 1.098  -0.578
C 0.293 -1.171 -0.191  -0.672
H -1.773 0.848 1.312  0.242
H 0.646 -1.621 0.742  0.265

***

D | The following is a quantum chemistry calculation of C4H7NO in the gas phase, from the Open Molecules 2025 dataset.

Results
* charge: 0
* spin multiplicity: 1
* gap between HOMO and LUMO: 10.143 eV
* SMILES string: C1OC[C@@H]2N[C@@H]12

Each line ends with the Mulliken charge.
Geometry (Å):
C -0.794 0.293 -1.070  -0.631
C -0.708 0.366 0.423  0.355
H -0.325 1.175 -1.394  0.287
H -1.366 -0.310 1.121  0.177
O 0.018 -0.987 -1.234  -0.417
H -1.622 0.029 -1.695  0.278
H 2.085 -1.298 -0.467  0.242
C 1.032 -1.128 -0.069  -0.291
H 1.073 0.913 -0.330  0.191
H 0.977 -1.889 0.685  0.294
C 0.776 0.279 0.685  -0.315
H -0.694 1.044 2.255  0.310
N -0.301 1.338 1.411  -0.479

***

Which structure is the least stable? The one labeled D.

***

A | The following is a quantum chemistry calculation of C4H7NO in the gas phase, from the Open Molecules 2025 dataset.

Results
* charge: 0
* spin multiplicity: 1
* gap between HOMO and LUMO: 10.501 eV
* SMILES string: O=CNC1CC1

Each line ends with the Mulliken charge.
Geometry (Å):
H -1.823 -1.018 -0.443  0.261
H 0.825 -0.937 1.086  0.215
H -1.133 -0.009 1.722  0.252
H -2.094 0.648 -1.157  0.229
O 2.995 -1.404 -0.109  -0.551
C -1.144 0.655 0.859  -0.704
H -1.411 1.679 1.092  0.228
C 2.091 -0.681 -0.468  0.088
N 0.869 -0.601 0.135  -0.203
H 2.186 0.004 -1.335  0.264
C -0.110 0.394 -0.188  0.078
H 0.294 1.238 -0.742  0.378
C -1.544 0.032 -0.452  -0.538

***

B | The following is a quantum chemistry calculation of a 2-piece molecular cluster, C4H7NO overall, from the Open Molecules 2025 dataset.

Results
* charge: 0
* spin multiplicity: 1
* gap between HOMO and LUMO: 9.793 eV
* SMILES string: C=C=NCC=O.[H][H]

Each line ends with the Mulliken charge.
Geometry (Å):
C -1.877 0.561 0.885  -1.048
H 1.626 -1.176 0.393  0.278
H -1.113 -1.225 -0.617  -0.114
C -0.581 0.533 1.083  0.783
H -0.625 -1.651 -0.986  0.146
O 0.229 1.149 -1.320  -0.438
N 0.621 0.463 1.313  -0.488
H -2.338 1.313 0.254  0.270
C 1.041 0.284 -1.111  -0.043
H 1.493 -0.282 -1.951  0.391
H 2.506 0.337 0.441  0.292
C 1.504 -0.088 0.294  -0.356
H -2.485 -0.220 1.322  0.327

***

Which structure is the least stable? The one labeled B.